10
Properties=species:S:1:pos:R:3:forces:R:3 method="wB97M-V/def2-TZVPD" e_lumo_ev=0.71 homo_energy_ha=-0.3655 smiles="CNC(=O)O" gap_ev=10.66
C -1.36008 -0.05996 0.36707 0.62 2.71 -1.76
N 0.09772 -0.24069 0.50499 -0.26 -0.99 2.74
C 1.22078 0.16185 -0.15600 -1.15 -1.29 -1.63
O 2.36319 -0.00267 0.18218 0.04 0.21 0.63
O 0.90793 0.53372 -1.44826 -0.16 0.14 0.56
H -1.82378 -0.83197 -0.25217 0.14 0.43 -0.42
H -1.79836 -0.17528 1.33273 -0.13 0.10 0.79
H -1.57750 1.06188 0.01859 0.21 -2.70 0.46
H 0.26520 -0.75829 1.39489 0.55 1.00 -1.29
H 1.70491 0.31141 -1.94402 0.13 0.40 -0.08

=====

10
Properties=species:S:1:pos:R:3:forces:R:3 method="wB97M-V/def2-TZVPD" e_lumo_ev=0.95 homo_energy_ha=-0.3685 smiles="NC=O.C=O" gap_ev=10.98
N -0.24584 -1.71347 -0.20603 0.11 -0.25 -0.70
C 1.06374 -1.24763 -0.20487 -1.28 -1.73 0.38
O 1.40495 -0.22093 0.30196 0.58 0.90 -0.34
H -0.37065 -2.66255 -0.52221 0.13 0.08 -0.20
H -1.06857 -1.14124 -0.38581 0.58 0.36 0.58
H 1.74692 -2.05172 -0.60658 -0.10 0.75 0.31
C -0.57873 1.99442 0.07079 -0.53 1.14 2.00
O -1.54542 1.28800 0.15670 0.19 -0.47 -0.81
H -0.44642 2.75085 0.90494 0.29 -0.36 -0.70
H 0.18325 2.01729 -0.70421 0.04 -0.41 -0.51

=====

10
Properties=species:S:1:pos:R:3:forces:R:3 method="wB97M-V/def2-TZVPD" e_lumo_ev=0.63 homo_energy_ha=-0.3833 gap_ev=11.06
C 0.43715 -0.54366 0.15888 -3.04 -1.04 1.44
C -0.79325 0.30466 0.00184 -2.11 -5.54 0.36
H 1.51902 1.15201 0.51860 -0.36 -2.69 -4.39
H 2.36106 -0.24611 -0.36398 -2.93 2.15 -0.76
H 0.09584 -1.39317 -0.41109 0.89 -0.70 -0.57
H 0.46311 -0.96369 1.27425 0.62 1.22 -2.06
H -2.67714 0.34361 -0.44098 2.39 -2.82 0.71
N 1.35851 0.33569 -0.49588 6.32 0.38 5.45
O -0.80841 1.44528 0.01312 -0.32 5.88 0.24
O -1.95588 -0.43460 -0.25477 -1.47 3.15 -0.42

=====

10
Properties=species:S:1:pos:R:3:forces:R:3 method="wB97M-V/def2-TZVPD" e_lumo_ev=0.55 homo_energy_ha=-0.3672 smiles="OC/C=N/O" gap_ev=10.54
O 1.57267 -0.94471 -0.02449 -3.89 -2.50 -1.30
C 1.28382 0.41362 0.13300 -1.04 -0.21 -1.70
C -0.24580 0.63035 -0.11190 -1.01 -1.81 3.31
N -0.92601 -0.46736 0.24289 1.42 4.17 -2.31
O -2.28969 -0.20124 0.05811 -1.19 -5.38 -1.73
H 0.56276 -1.36283 -0.25303 4.07 1.11 1.04
H 1.57760 0.58141 1.15407 0.04 1.30 0.35
H 1.83282 0.94174 -0.66602 0.02 0.45 0.79
H -0.81563 1.63285 -0.17371 1.13 -1.69 -0.41
H -2.55253 -1.22385 -0.35892 0.47 4.56 1.96

=====

10
Properties=species:S:1:pos:R:3:forces:R:3 method="wB97M-V/def2-TZVPD" e_lumo_ev=0.61 homo_energy_ha=-0.3117 gap_ev=9.09
C -0.49249 -1.14985 -0.03757 0.02 -0.01 0.02
C -0.17140 0.30350 -0.09622 -0.06 0.20 -0.17
O -1.13619 1.13575 0.09145 0.50 -0.10 0.30
O -0.47268 1.76703 1.33837 -0.09 -0.18 -0.40
N 1.03670 0.70615 -0.48229 -0.24 -0.02 0.27
H 1.24321 1.68199 -0.30974 -0.07 -0.04 -0.01
H 1.80641 0.05770 -0.49470 -0.10 0.00 -0.01
H 0.32634 -1.79443 -0.35461 -0.02 0.07 0.01
H -0.76439 -1.37174 0.99665 0.02 0.03 -0.04
H -1.37551 -1.33610 -0.65133 0.05 0.05 0.03

=====

10
Properties=species:S:1:pos:R:3:forces:R:3 method="wB97M-V/def2-TZVPD" e_lumo_ev=0.63 homo_energy_ha=-0.3760 smiles="NCC(=O)O" gap_ev=10.86
N 0.88698 -0.83522 -0.85723 0.63 0.60 -1.92
C -0.35526 -0.07387 -0.56051 2.89 3.55 -1.38
C -0.14341 0.41742 0.81876 -0.28 2.98 3.05
O 0.73815 1.23755 1.09687 -1.75 -2.39 -0.43
O -1.12820 0.10375 1.82620 2.91 0.43 -1.11
H 0.67478 -1.57259 -1.50121 -0.37 -0.87 -0.04
H 1.50593 -0.24792 -1.50554 -1.10 -0.76 1.69
H -1.32727 -0.40455 -0.76230 -1.05 -1.38 -0.29
H -0.21590 0.93197 -1.18063 -0.87 -1.83 1.27
H -0.63580 0.44346 2.62558 -1.00 -0.32 -0.83

=====

10
Properties=species:S:1:pos:R:3:forces:R:3 method="wB97M-V/def2-TZVPD" e_lumo_ev=0.46 homo_energy_ha=-0.3501 gap_ev=9.99
C 1.30661 0.15955 0.01496 -0.24 0.21 0.07
N 0.07730 -0.56118 0.23975 0.11 -1.15 0.06
C -1.17901 -0.24648 0.04716 -0.17 -0.06 -0.69
O -1.68822 0.95363 -0.21736 -0.03 -0.10 0.21
O -1.88277 -1.30727 0.05678 -0.52 0.71 0.05
H -0.97835 1.61102 -0.23868 -0.08 -0.08 0.06
H -0.58308 -1.67999 0.18853 1.01 0.51 0.25
H 1.18558 1.22712 0.24494 0.05 -0.07 -0.02
H 1.66244 0.06986 -1.01663 -0.06 -0.02 0.06
H 2.07949 -0.22626 0.68057 -0.07 0.05 -0.05

=====

10
Properties=species:S:1:pos:R:3:forces:R:3 method="wB97M-V/def2-TZVPD" e_lumo_ev="0.89 / -1.79" homo_energy_ha="-0.1910 / -0.3550" s_squared=2.006 gap_ev="6.09 / 7.87" spin_multiplicity=3
C 0.87221 0.86777 -0.07822 5.56 2.91 -3.49
C -0.72646 -0.12675 0.34877 -3.28 -5.47 2.10
N 0.13986 -1.21375 -0.07627 -3.51 0.02 3.15
O 1.20594 -0.42047 -0.52936 2.51 3.69 -1.61
O -1.77887 0.14589 -0.45030 0.75 -0.21 -2.55
H 1.03839 1.67759 -0.96118 -0.28 -1.97 2.25
H 1.34287 1.11852 0.91119 -1.11 -0.15 -0.63
H -1.01086 -0.12240 1.41457 0.11 0.29 -0.55
H 0.48982 -1.66700 0.78908 -0.24 -0.01 -0.70
H -1.57290 -0.25940 -1.36828 -0.52 0.90 2.04